No. 1
A molecular structure, C32H72F2N6O7S2 in a non-equilibrium geometry. Source: the Open Molecules 2025 dataset; level of theory: the ωB97M-V functional and the def2-TZVPD basis.

The frontier orbital gap is 6.89 eV. Its net charge is +2. The value obtained for the energy is -3110.4072 a.u. As for the energy relative to the best compared isomer or geometry (same formula, charge and spin): 6990.0 kJ/mol.

Positions of all 121 atoms, in Å:
C1 3.0507 -3.2401 -4.4138
C2 2.2214 -2.4312 -3.4611
C3 0.8445 -3.0572 -3.1133
N1 0.0138 -2.3520 -1.9997
C4 -0.1760 -0.8450 -2.3696
C5 -1.3758 -3.0471 -1.8249
C6 -1.5179 -3.3594 -0.3275
C7 -0.5049 -2.4990 0.3800
C8 0.6238 -2.5165 -0.5995
H1 4.1184 -3.0290 -4.3544
H2 2.7511 -3.1172 -5.4546
H3 2.9704 -4.2531 -4.0195
H4 2.0291 -1.4842 -3.9654
H5 2.6740 -2.1953 -2.4979
H6 0.8602 -4.1294 -2.9177
H7 0.1567 -3.0918 -3.9583
H8 -0.8961 -0.4163 -1.6728
H9 -0.7106 -0.8895 -3.3185
H10 0.7813 -0.3239 -2.3596
H11 -2.1046 -2.3626 -2.2590
H12 -1.4074 -3.9100 -2.4900
H13 -2.4963 -3.0569 0.0458
H14 -1.5429 -4.4486 -0.2951
H15 -0.9403 -1.5044 0.4759
H16 -0.2949 -2.7287 1.4246
H17 1.3437 -1.7052 -0.4918
H18 1.0817 -3.5040 -0.5423
C9 -3.1441 -2.2329 -1.9740
C10 -2.4249 -0.9049 -1.5189
C11 -3.4544 -0.0294 -0.7602
N2 -2.8223 1.3436 -0.3632
C12 -2.0937 2.1095 -1.5079
C13 -1.8393 1.0191 0.7894
C14 -2.7683 0.9636 2.0473
C15 -3.9655 1.8221 1.9027
C16 -3.7862 2.2573 0.3997
H19 -3.2851 -2.9702 -1.1837
H20 -2.5947 -2.8555 -2.6801
H21 -4.1133 -2.0043 -2.4174
H22 -2.0268 -0.4183 -2.4093
H23 -1.6385 -1.2321 -0.8387
H24 -3.8904 -0.5262 0.1065
H25 -4.3574 0.2433 -1.3065
H26 -2.8386 2.3402 -2.2694
H27 -1.2011 1.5943 -1.8628
H28 -1.8032 3.1004 -1.1590
H29 -1.1842 1.8901 0.7680
H30 -1.2385 0.1196 0.6551
H31 -2.1491 1.2595 2.8942
H32 -3.0315 -0.0537 2.3370
H33 -3.7966 2.7235 2.4919
H34 -4.9102 1.3613 2.1915
H35 -3.3723 3.2626 0.4786
H36 -4.7226 2.3903 -0.1421
C17 0.0746 -4.4530 2.3344
C18 0.3340 -2.8943 2.4978
C19 -0.8369 -2.1337 3.1208
N3 -0.4917 -0.6891 3.6525
C20 0.4029 -0.6501 4.8515
C21 -1.8122 0.0499 3.9379
C22 -1.5681 1.5756 3.8371
C23 -0.2997 1.6443 2.9475
C24 -0.1087 0.2187 2.4544
H37 -0.3171 -4.6427 1.3351
H38 -0.6607 -4.7865 3.0666
H39 0.9404 -5.0925 2.5060
H40 0.7201 -2.4292 1.5908
H41 1.1774 -2.7173 3.1652
H42 -1.3278 -2.6432 3.9499
H43 -1.5638 -2.0595 2.3120
H44 -0.2315 -1.0546 5.6401
H45 0.5918 0.4008 5.0709
H46 1.2974 -1.2606 4.7281
H47 -2.1481 -0.2810 4.9207
H48 -2.5070 -0.2898 3.1699
H49 -1.3830 2.1077 4.7703
H50 -2.3876 2.1260 3.3749
H51 0.6043 1.8846 3.5071
H52 -0.3033 2.3527 2.1191
H53 0.8980 -0.0508 2.1349
H54 -0.8342 -0.1263 1.7177
C25 2.0765 0.5658 2.2324
C26 1.1353 1.5654 1.4996
C27 1.9593 2.0741 0.3055
N4 1.2227 3.0397 -0.6770
C28 -0.0010 2.3535 -1.4165
C29 0.7922 4.3470 0.1654
C30 1.5328 5.5627 -0.4770
C31 2.6348 4.9161 -1.2130
C32 2.1622 3.6325 -1.7888
H55 1.6514 0.2907 3.1977
H56 2.9909 1.1089 2.4712
H57 2.2908 -0.3517 1.6844
H58 0.6965 2.3861 2.0670
H59 0.2087 1.0787 1.1953
H60 2.1881 1.2981 -0.4250
H61 2.8577 2.6311 0.5714
H62 -0.8685 2.3376 -0.7567
H63 0.2925 1.4116 -1.8801
H64 -0.3345 3.0535 -2.1825
H65 -0.2914 4.4212 0.2573
H66 0.9689 4.2884 1.2394
H67 0.8308 5.9642 -1.2079
H68 1.8659 6.3392 0.2116
H69 3.0620 5.4802 -2.0421
H70 3.4257 4.6557 -0.5096
H71 1.5308 3.8810 -2.6419
H72 2.9731 2.9128 -1.9004
N5 0.7068 -0.1510 -0.1709
O1 -0.4002 0.1658 -0.6371
O2 0.6882 -0.6838 0.9796
O3 1.7089 -0.0836 -0.8085
N6 4.4140 0.5351 -2.1140
S1 3.0195 0.0869 -2.1557
O4 2.6602 -1.0020 -1.2291
O5 2.3317 0.0394 -3.4182
F1 2.3600 1.3574 -1.4317
S2 4.9850 -0.5101 -3.3105
O6 4.9873 0.0479 -4.6622
O7 4.7277 -1.9317 -3.0630
F2 6.5967 -0.2947 -2.9603

***

No. 2
3 unconnected molecules or ions with the total composition C32H72FN5O3PS2Si in a non-equilibrium geometry. Source: the Open Molecules 2025 dataset; level of theory: the ωB97M-V functional and the def2-TZVPD basis.

The frontier orbital gap is 6.66 eV. Its net charge is +1. The value obtained for the energy is -3288.4258 a.u.

Positions of all 117 atoms, in Å:
C1 -0.4087 3.8495 1.4034
C2 0.5195 2.5863 0.8264
C3 0.9165 2.7962 -0.7859
O1 0.4702 1.7668 -1.6707
C4 -0.8306 1.9053 -2.3117
N1 -1.3731 3.2561 -2.5671
C5 -2.0858 4.0259 -1.5527
C6 -1.5443 5.5935 -1.2880
O2 -3.1940 3.7782 -0.8414
C7 -0.7635 4.0244 -3.7017
C8 0.8675 4.3534 -3.8369
O3 -1.5854 4.5304 -4.6526
C9 -1.8663 0.9836 -1.4498
N2 -1.8210 -0.4974 -1.6365
C10 -1.7523 -1.1522 -0.2384
C11 -3.1782 -0.9195 0.6071
C12 -2.8690 -1.5374 2.1270
S1 -2.1006 -0.2397 3.2839
C13 -0.8210 -1.0326 -2.6272
C14 0.6618 -1.3872 -2.0139
C15 0.9876 -2.9742 -1.8001
C16 2.0317 -3.6068 -2.9441
F1 -0.1685 -3.8779 -1.6832
C17 -0.7956 -0.0521 -3.9655
P1 0.3833 -0.9132 -5.2622
S2 2.1645 -0.1916 -5.3753
Si1 -2.4817 -0.1224 -4.9908
C18 -3.0002 -1.9251 -5.4505
C19 -3.9680 0.6874 -4.0915
C20 -2.3131 0.8273 -6.7028
N3 -0.5450 1.3812 -3.7395
H1 -0.2077 4.0302 2.5663
H2 -1.5551 3.6969 1.2276
H3 0.0362 4.8123 0.8703
H4 1.5203 2.6423 1.4754
H5 0.0579 1.5350 1.0503
H6 2.1123 2.7621 -0.7777
H7 0.6503 3.9058 -1.0286
H8 -0.4126 5.7336 -1.5346
H9 -2.1394 6.2389 -2.0971
H10 -1.8853 5.9995 -0.2448
H11 1.1942 4.5721 -4.9454
H12 1.5419 3.4593 -3.4606
H13 1.1626 5.2821 -3.1567
H14 -1.6160 1.1965 -0.3013
H15 -3.0127 1.3017 -1.5560
H16 -2.7866 -0.8130 -1.9602
H17 -0.8758 -0.7272 0.4173
H18 -1.6199 -2.3138 -0.2843
H19 -4.0546 -1.5631 0.1588
H20 -3.4475 0.2178 0.7340
H21 -2.1899 -2.5045 2.0899
H22 -3.8721 -1.8788 2.6741
H23 -3.0674 0.7881 3.3045
H24 -1.2945 -2.0491 -3.0412
H25 0.8789 -0.8670 -0.9584
H26 1.5674 -0.9707 -2.6748
H27 1.5946 -3.0770 -0.7765
H28 1.4887 -4.2727 -3.7391
H29 2.6232 -2.7391 -3.4818
H30 2.8489 -4.2503 -2.3589
H31 0.4304 -2.3139 -4.8198
H32 -0.1669 -0.9464 -6.5921
H33 -4.1735 -2.0207 -5.2509
H34 -2.8104 -2.1631 -6.5935
H35 -2.4753 -2.7623 -4.8133
H36 -4.3940 0.0800 -3.1710
H37 -3.6567 1.7708 -3.7017
H38 -4.8763 0.8793 -4.8376
H39 -2.9842 1.7958 -6.7358
H40 -2.5469 0.0931 -7.5927
H41 -1.1880 1.2156 -6.7818
H42 0.4667 1.5632 -3.9111
C21 -4.2679 -2.7155 8.2470
C22 -3.4508 -1.6116 7.5802
N4 -3.9544 -0.2606 7.8441
C23 -3.3564 0.7600 6.9774
C24 -1.8594 1.0141 7.1155
C25 -4.0871 0.1166 9.2511
C26 -2.8412 0.0454 10.1275
H43 -5.3263 -2.6437 7.9769
H44 -3.9051 -3.6954 7.9194
H45 -4.1809 -2.6853 9.3377
H46 -3.4919 -1.7988 6.4998
H47 -2.4022 -1.7194 7.8758
H48 -3.8909 1.7088 7.1134
H49 -3.5555 0.4775 5.9353
H50 -1.6264 1.5719 8.0243
H51 -1.5100 1.6213 6.2732
H52 -1.2765 0.0893 7.1114
H53 -4.8571 -0.5221 9.7060
H54 -4.5094 1.1269 9.3215
H55 -2.2730 -0.8763 9.9784
H56 -3.1321 0.0791 11.1832
H57 -2.1782 0.8958 9.9555
C27 7.1448 -3.0759 -3.3860
C28 6.3331 -2.1114 -2.5247
N5 6.0700 -2.6052 -1.1701
C29 5.0569 -1.8226 -0.4548
C30 5.3836 -0.3677 -0.1372
C31 7.2422 -2.9783 -0.3788
C32 8.3120 -1.9165 -0.1474
H58 6.6754 -4.0640 -3.4249
H59 7.2082 -2.6952 -4.4107
H60 8.1696 -3.1880 -3.0176
H61 5.3749 -1.9616 -3.0381
H62 6.8357 -1.1389 -2.5124
H63 4.7927 -2.3381 0.4772
H64 4.1347 -1.8385 -1.0504
H65 6.1029 -0.2840 0.6796
H66 4.4749 0.1513 0.1871
H67 5.7725 0.1722 -1.0046
H68 7.7217 -3.8411 -0.8623
H69 6.9187 -3.3695 0.5939
H70 8.5619 -1.3645 -1.0571
H71 9.2332 -2.3936 0.2049
H72 8.0116 -1.2029 0.6225

***

HOMO level, respectively: -11.62, -9.55 eV.